DFT (the ωB97M-V functional and the def2-TZVPD basis) results for 6 unconnected molecules or ions with the total composition C43H81BrF3N3O12S in a non-equilibrium geometry.

Structure (XYZ):
```
144
Properties=species:S:1:pos:R:3:mulliken_charge:R:1
C -2.972 -4.977 -1.866 -0.85
C -2.461 -4.750 -3.311 -0.33
O -3.365 -3.949 -4.034 -0.33
C -3.017 -3.819 -5.407 -1.10
C -1.967 -2.729 -5.674 -0.09
C -2.522 -1.285 -5.704 -1.22
C -1.660 -0.238 -4.957 0.08
C -0.137 -0.339 -5.287 -1.63
C 0.774 0.429 -4.315 0.14
C 1.507 1.623 -4.706 0.45
S 1.313 2.172 -6.393 1.34
O 2.048 3.342 -6.763 -0.65
O 1.709 1.082 -7.240 -0.62
C -0.488 2.622 -6.711 0.87
F -1.099 1.748 -7.494 -0.20
F -0.487 3.788 -7.364 -0.25
F -1.145 2.848 -5.569 -0.22
C 2.282 2.227 -3.767 0.20
Br 3.240 3.839 -4.134 -0.13
C 2.421 1.693 -2.460 0.31
N 3.259 2.353 -1.609 0.26
C 3.399 1.809 -0.432 -0.19
C 4.365 2.498 0.512 -1.41
C 5.751 1.826 0.242 0.07
O 6.531 1.748 1.420 -0.57
C 6.491 2.461 -0.973 -0.58
N 6.581 1.520 -2.105 -0.74
C 2.694 0.606 -0.062 0.77
C 2.961 0.032 1.339 -1.25
C 1.800 0.262 2.347 -0.80
C 0.463 -0.404 1.961 -0.16
C 0.572 -1.913 1.733 -0.96
O -0.681 -2.540 1.374 0.50
C -1.450 -2.797 2.485 -0.06
O -2.348 -2.065 2.820 -0.49
N 1.846 -0.043 -0.827 0.13
C 1.743 0.543 -2.071 -0.91
C 0.877 -0.079 -3.043 -0.75
C 0.101 -1.310 -2.576 0.36
C -0.977 -0.845 -1.547 0.71
C -2.366 -1.504 -1.699 0.10
O -3.370 -0.582 -2.119 -0.34
C -4.460 -0.488 -1.210 -0.77
H -3.282 -6.014 -1.688 0.54
H -3.813 -4.283 -1.723 0.29
H -2.207 -4.739 -1.115 -0.04
H -2.281 -5.741 -3.757 0.46
H -1.503 -4.203 -3.215 0.10
H -3.916 -3.734 -6.033 0.42
H -2.547 -4.779 -5.700 0.42
H -1.548 -2.946 -6.671 0.42
H -1.146 -2.874 -4.963 0.02
H -3.498 -1.312 -5.187 0.46
H -2.753 -0.923 -6.716 0.44
H -1.971 0.747 -5.333 0.44
H -1.821 -0.206 -3.878 0.05
H -0.022 -0.028 -6.329 1.07
H 0.215 -1.378 -5.247 0.48
H 4.471 3.561 0.286 0.52
H 4.130 2.286 1.559 0.20
H 5.516 0.791 -0.084 0.40
H 7.288 1.174 1.261 0.44
H 5.875 3.318 -1.298 0.17
H 7.503 2.784 -0.705 0.46
H 7.136 1.965 -2.831 0.27
H 5.666 1.355 -2.513 0.23
H 3.939 0.323 1.729 0.66
H 3.014 -1.057 1.177 0.37
H 2.074 -0.151 3.332 0.50
H 1.644 1.338 2.503 0.09
H -0.269 -0.207 2.761 0.72
H 0.059 0.107 1.078 -0.23
H 0.993 -2.436 2.610 0.60
H 1.250 -2.115 0.893 0.12
H -1.238 -3.723 3.061 0.20
H 0.832 -1.939 -2.043 0.75
H -0.290 -1.899 -3.403 -0.82
H -0.587 -0.921 -0.533 -1.46
H -1.130 0.237 -1.708 0.57
H -2.690 -2.014 -0.780 0.58
H -2.283 -2.258 -2.500 -0.42
H -5.295 -0.047 -1.774 0.28
H -4.194 0.234 -0.420 0.29
H -4.777 -1.464 -0.822 0.29
C -0.365 5.176 0.025 -1.45
C 0.971 5.136 0.750 1.14
C 2.125 5.391 -0.205 -1.00
O 1.138 3.858 1.374 -0.21
H -0.409 4.403 -0.748 0.34
H -1.184 4.979 0.720 0.35
H -0.532 6.147 -0.444 0.44
H 0.978 5.880 1.545 -0.42
H 2.155 4.623 -0.982 -0.02
H 3.079 5.348 0.323 0.23
H 2.036 6.367 -0.684 0.55
H 1.132 3.189 0.679 -0.03
C -1.736 3.073 5.593 -1.06
C -0.527 2.180 5.361 0.48
C 0.693 2.699 6.107 -1.09
O -0.240 2.113 3.963 -0.21
H -1.541 4.085 5.228 -0.06
H -2.601 2.695 5.045 0.33
H -1.991 3.128 6.653 0.44
H -0.754 1.164 5.688 0.33
H 0.958 3.698 5.755 0.01
H 1.555 2.055 5.924 0.31
H 0.514 2.744 7.183 0.44
H -0.034 3.006 3.654 0.13
C -0.506 7.254 3.450 -1.05
C -0.114 6.868 4.864 0.53
C 0.425 8.058 5.643 -1.53
O 0.880 5.840 4.810 -0.43
H 0.362 7.625 2.898 0.28
H -0.878 6.378 2.915 0.11
H -1.278 8.025 3.441 0.47
H -0.979 6.454 5.384 0.24
H 1.321 8.461 5.162 0.37
H 0.712 7.757 6.652 0.37
H -0.318 8.853 5.715 0.38
H 1.649 6.199 4.355 0.29
C -0.117 -6.494 1.668 -0.73
C 0.900 -6.408 0.540 0.36
C 2.251 -5.929 1.050 -1.16
O 0.424 -5.517 -0.467 -0.50
H -0.276 -5.510 2.120 -0.15
H -1.083 -6.829 1.291 0.22
H 0.210 -7.185 2.446 0.47
H 1.011 -7.387 0.071 0.35
H 2.166 -4.927 1.483 0.12
H 2.968 -5.863 0.230 0.33
H 2.650 -6.603 1.809 0.42
H 0.319 -4.645 -0.067 0.22
C -4.435 -5.329 1.986 -0.82
C -4.087 -6.375 3.032 0.37
C -5.022 -6.295 4.229 -1.43
O -2.739 -6.190 3.469 -0.47
H -4.339 -4.320 2.398 0.19
H -3.753 -5.392 1.137 0.05
H -5.456 -5.459 1.623 0.45
H -4.144 -7.371 2.588 0.30
H -4.944 -5.319 4.715 0.35
H -4.755 -7.046 4.975 0.33
H -6.060 -6.454 3.932 0.41
H -2.682 -5.313 3.865 0.32
```

The calculation puts the calculated total energy at -163972.381 eV. For the highest occupied orbital energy, the calculation gives -9.0 eV. As for the LUMO energy: -0.934 eV. Its SMILES is CCOCCCCCc1c(S(=O)(=O)C(F)(F)F)c(Br)c2nc(C[C@H](O)CN)c(CCCCOC=O)nc2c1CCCOC.CC(C)O.CC(C)O.CC(C)O.CC(C)O.CC(C)O. The HOMO-LUMO gap comes out at 0.298 Ha.